[1]
C54H53MnN5OPS3 | wB97M-V/def2-TZVPD

DFT total energy (eV): -139460.85449
Kohn-Sham gap (spin up / spin down) (eV): 8.3 / 8.1
⟨S²⟩: 8.76
Charge: +1
E_HOMO (spin up / spin down) (eV): -9.78 / -9.83
Spin multiplicity: 6

Each line ends with the Löwdin charge.
Positions of all 118 atoms, in Å:
Mn1 -1.4104 0.3595 -1.1754  0.7066
C1 -4.2077 0.0939 -0.1968  -0.0943
N1 -2.9257 -0.4169 0.2694  -0.3324
C2 -2.5901 0.0581 1.6098  -0.0737
C3 -2.9767 -1.8910 0.2731  -0.1514
C4 -3.1474 -2.5206 -1.0786  -0.1657
C5 -4.3626 -3.1190 -1.4279  -0.0449
C6 -4.5680 -3.6887 -2.6542  -0.0892
C7 -3.5281 -3.7006 -3.5506  -0.0753
C8 -2.3177 -3.0820 -3.2533  -0.0502
C9 -2.0958 -2.4390 -2.0329  -0.3405
H1 -5.0173 -0.1833 0.4791  0.1053
H2 -4.4046 -0.3130 -1.1827  0.0524
H3 -4.1787 1.1839 -0.2532  0.0828
H4 -3.3831 -0.2249 2.3218  0.1060
H5 -2.4568 1.1388 1.5918  0.0767
H6 -1.6530 -0.4123 1.9545  0.0870
H7 -3.8049 -2.2214 0.9260  0.1390
H8 -2.0353 -2.2435 0.7258  0.0961
H9 -5.1445 -3.1334 -0.6681  0.1210
H10 -5.5518 -4.0709 -2.9276  0.1149
H11 -3.6402 -4.1809 -4.5257  0.1141
H12 -1.5037 -3.0416 -3.9641  0.1127
N2 -0.9234 -1.6576 -1.8562  -0.3334
S1 0.1870 -2.2065 -0.7657  1.0940
N3 1.4909 -1.8155 1.7367  -0.3065
S2 1.6538 -0.7205 2.6750  0.6995
N4 0.9133 0.7402 2.4455  -0.3896
S3 0.8730 1.4490 1.0167  0.7391
N5 0.1922 0.9336 -0.2079  -0.3859
C10 2.5392 1.8933 0.6651  -0.3449
C11 3.2122 2.5865 1.6678  -0.0950
C12 4.4803 3.0331 1.4568  -0.0611
C13 5.1336 2.7673 0.2490  -0.0662
C14 4.4845 2.0352 -0.7147  -0.0681
C15 3.1540 1.6253 -0.5456  -0.0456
C16 0.2391 3.0895 1.5451  -0.2893
C17 0.5121 4.2310 0.8053  -0.0721
C18 0.0833 5.4821 1.2492  -0.0844
C19 -0.7086 5.5779 2.3817  -0.0912
C20 -1.0476 4.4308 3.0948  -0.0682
C21 -0.5725 3.1913 2.6732  -0.0839
C22 3.3690 -0.2796 2.9050  -0.3175
C23 4.2415 -0.6454 1.8996  -0.0820
C24 5.5813 -0.4358 2.0799  -0.0667
C25 6.0363 0.0489 3.3069  -0.0683
C26 5.1470 0.4296 4.3051  -0.0752
C27 3.8043 0.2858 4.0916  -0.0751
C28 1.0773 -1.0981 4.3743  -0.2917
C29 0.4228 -0.1926 5.1817  -0.0886
C30 -0.1186 -0.6155 6.3950  -0.0703
C31 0.0292 -1.9274 6.8213  -0.0776
C32 0.6764 -2.8287 6.0004  -0.0856
C33 1.1711 -2.4296 4.7886  -0.0764
C34 1.7913 -2.0527 -1.6033  -0.3520
C35 2.9171 -2.6205 -1.0252  -0.0968
C36 4.1820 -2.3654 -1.5189  -0.0724
C37 4.3416 -1.4864 -2.5735  -0.0758
C38 3.2251 -0.8795 -3.1137  -0.0899
C39 1.9546 -1.1751 -2.6522  -0.1044
C40 0.0060 -3.9471 -0.5653  -0.4011
C41 -0.3780 -4.3231 0.7171  -0.0869
C42 -0.6838 -5.6596 0.9186  -0.0526
C43 -0.5077 -6.5769 -0.1119  -0.0599
C44 -0.0384 -6.1780 -1.3473  -0.0668
C45 0.2085 -4.8483 -1.6006  -0.0626
H13 2.7084 2.7336 2.6221  0.1251
H14 5.0551 3.5244 2.2496  0.1218
H15 6.1323 3.1513 0.0966  0.1099
H16 5.0069 1.7539 -1.6355  0.1103
H17 2.6186 1.0522 -1.3023  0.0882
H18 1.1803 4.1654 -0.0375  0.1148
H19 0.3671 6.3601 0.6956  0.1086
H20 -0.9918 6.5817 2.7344  0.1184
H21 -1.6740 4.4994 3.9801  0.1107
H22 -0.7752 2.2832 3.2369  0.0903
H23 3.8275 -1.0781 1.0037  0.0832
H24 6.2819 -0.7366 1.3147  0.1079
H25 7.1047 0.1759 3.5172  0.1115
H26 5.5501 0.8026 5.2363  0.1097
H27 3.1023 0.6184 4.8317  0.1092
H28 0.3530 0.8312 4.8703  0.0865
H29 -0.5898 0.1164 7.0399  0.1057
H30 -0.3649 -2.2248 7.7874  0.1092
H31 0.7731 -3.8776 6.3038  0.1164
H32 1.6718 -3.1407 4.1514  0.1061
H33 2.7980 -3.2814 -0.1792  0.1080
H34 5.0755 -2.7843 -1.0469  0.1199
H35 5.3513 -1.2935 -2.9323  0.1139
H36 3.2815 -0.1941 -3.9406  0.1084
H37 1.0957 -0.6806 -3.0702  0.0862
H38 -0.4122 -3.5874 1.5193  0.0904
H39 -1.0486 -5.9821 1.8866  0.1120
H40 -0.7590 -7.6155 0.0666  0.1120
H41 0.1203 -6.8875 -2.1567  0.1164
H42 0.4921 -4.5280 -2.6069  0.1284
O1 -3.0676 3.9133 0.1412  0.0347
C46 -2.9255 4.9555 -0.1776  -0.0031
C47 -4.5947 0.9077 -3.4956  -0.2502
P1 -2.7916 1.1776 -3.2989  0.8872
C48 -2.1295 0.2362 -4.7138  -0.2343
C49 -2.5118 2.8813 -3.8060  -0.3984
C50 -1.2029 3.4156 -3.7959  -0.0953
C51 -0.9607 4.6938 -4.2564  -0.0773
C52 -2.0103 5.4608 -4.7333  -0.0771
C53 -3.3023 4.9806 -4.6735  -0.0689
C54 -3.5512 3.6913 -4.2178  -0.0967
H43 -5.1713 1.4310 -2.7563  0.0424
H44 -4.8025 -0.1658 -3.4381  0.0518
H45 -4.8913 1.2471 -4.4678  0.0414
H46 -2.5636 0.7284 -5.5894  0.0599
H47 -2.3829 -0.8176 -4.6953  0.0260
H48 -1.0491 0.3372 -4.7330  0.0409
H49 -0.3969 2.8393 -3.3676  0.0934
H50 0.0442 5.1425 -4.2576  0.1187
H51 -1.8157 6.4237 -5.1793  0.1095
H52 -4.1145 5.6000 -5.0188  0.1091
H53 -4.5890 3.3466 -4.2110  0.0992

***

[2]
H16O8 | wB97M-V/def2-TZVPD

SMILES string: O.O.O.O.O.O.O.O
DFT total energy (eV): -16639.49673
Kohn-Sham gap (eV): 10.5
Charge: 0
E_HOMO (eV): -10.65
Spin multiplicity: 1

Each line ends with the Löwdin charge.
Positions of all 24 atoms, in Å:
O1 -0.7422 -0.0411 0.7890  -0.0798
H1 -0.8634 -0.7900 0.2108  0.0085
H2 0.2411 0.0397 0.9745  0.0303
O2 1.8444 0.9158 1.2464  -0.0421
H3 1.9253 1.6026 1.9198  0.0829
H4 2.4082 1.2003 0.5158  0.0946
O3 -1.5635 -2.0595 -1.5706  -0.0273
H5 -0.6754 -1.7709 -1.7510  0.0035
H6 -1.7251 -2.7818 -2.1524  0.0517
O4 -0.5624 2.6264 1.9480  -0.0700
H7 -1.1651 1.9116 1.6029  0.0486
H8 -0.0910 2.1547 2.6310  0.0061
O5 2.9233 -1.2135 2.5059  -0.0500
H9 3.0607 -0.9601 3.4176  0.0318
H10 2.5175 -0.4531 2.1363  -0.0610
O6 0.8669 -0.8370 -1.2712  -0.0123
H11 1.5814 -1.3491 -0.9651  0.0612
H12 1.0911 -0.3494 -2.0519  0.0685
O7 -0.1137 1.8209 -1.1649  -0.0852
H13 -0.0045 1.0085 -0.6064  -0.0203
H14 -0.4643 1.4405 -1.9897  0.0366
O8 -3.6868 -0.4060 -1.9279  -0.0704
H15 -3.0545 -1.0642 -1.5985  -0.0201
H16 -3.7480 -0.6453 -2.8485  0.0143

***

[3]
C19H20CoN4O3S | wB97M-V/def2-TZVPD

DFT total energy (eV): -80587.02429
Kohn-Sham gap (spin up / spin down) (eV): 7.6 / 5.5
⟨S²⟩: 6.05
Charge: +1
E_HOMO (spin up / spin down) (eV): -10.88 / -11.02
Spin multiplicity: 5

Each line ends with the Löwdin charge.
Positions of all 48 atoms, in Å:
Co1 0.0445 -1.0541 -0.2743  0.6733
C1 -3.8050 3.2945 -1.3439  -0.0560
O1 -2.8002 2.3373 -1.0302  -0.0966
C2 -1.5427 2.8052 -0.8447  -0.2356
C3 -1.1902 4.1197 -0.7894  0.0140
C4 0.1623 4.5091 -0.5830  -0.0531
C5 1.1296 3.5742 -0.4367  -0.0436
C6 0.8213 2.1808 -0.4804  -0.1057
C7 1.9035 1.2940 -0.3932  -0.0131
N1 1.7764 -0.0226 -0.3906  -0.0720
N2 2.8727 -0.7415 -0.4391  0.1242
C8 2.5536 -2.0742 -0.5754  -0.3605
O2 1.3595 -2.4779 -0.6564  -0.0667
C9 3.6671 -3.0123 -0.6604  -0.1535
C10 3.3950 -4.3720 -0.8309  -0.0056
C11 4.4368 -5.2756 -0.9099  -0.0565
C12 5.7503 -4.8276 -0.8187  -0.0530
C13 6.0252 -3.4768 -0.6487  -0.0584
C14 4.9881 -2.5649 -0.5708  -0.0133
C15 -0.5504 1.7635 -0.6911  -0.2344
O3 -0.9498 0.5560 -0.7624  -0.0820
H1 -4.7105 2.7283 -1.5414  0.0964
H2 -3.5354 3.8660 -2.2335  0.1049
H3 -3.9771 3.9782 -0.5087  0.0997
H4 -1.9375 4.8909 -0.9054  0.1134
H5 0.4036 5.5620 -0.5515  0.1152
H6 2.1616 3.8640 -0.2885  0.1188
H7 2.9158 1.6896 -0.3582  0.1404
H8 2.3680 -4.7022 -0.8972  0.1191
H9 4.2311 -6.3291 -1.0416  0.1113
H10 6.5647 -5.5377 -0.8808  0.1125
H11 7.0492 -3.1364 -0.5784  0.1110
H12 5.1876 -1.5114 -0.4417  0.1094
C16 -2.2088 1.5257 2.3560  -0.0115
N3 -2.7903 0.2776 1.9063  -0.1200
C17 -4.1485 0.2337 1.3546  -0.0767
C18 -4.3403 -1.2565 1.0493  -0.0989
N4 -2.9555 -1.7361 1.0649  0.0368
C19 -2.1433 -0.8499 1.6698  -0.7680
S1 -0.4979 -1.1751 2.0264  0.7312
H13 -2.3812 2.2970 1.6026  0.0879
H14 -1.1404 1.3902 2.4999  0.0681
H15 -2.6637 1.8348 3.2964  0.1043
H16 -4.1763 0.8452 0.4515  0.1150
H17 -4.8687 0.6155 2.0758  0.1341
H18 -4.8039 -1.4258 0.0812  0.1243
H19 -4.9267 -1.7577 1.8201  0.1268
H20 -2.7235 -2.7158 1.1022  0.1424

***

[4]
C2H3NOS2 | wB97M-V/def2-TZVPD

SMILES string: OC(=S)/C=N\S
DFT total energy (eV): -27328.38305
Kohn-Sham gap (eV): 8.2
Charge: 0
E_HOMO (eV): -9.22
Spin multiplicity: 1

Each line ends with the Löwdin charge.
Positions of all 9 atoms, in Å:
C1 -0.2303 1.0415 0.1158  -0.2912
C2 -1.0926 -0.1968 0.0694  -0.8991
H1 3.1716 0.1809 -0.3101  -0.1209
H2 -0.7306 2.1323 -0.0001  0.1546
H3 -1.1171 -2.0758 0.0856  0.0651
N1 1.0862 1.0081 0.1941  -0.2870
O1 -0.4388 -1.4506 0.3351  -0.1450
S1 1.9627 -0.5288 -0.2523  0.7039
S2 -2.6112 -0.1109 -0.2375  0.8196

***

[5]
CH5NSi2 | wB97M-V/def2-TZVPD

SMILES string: N#C[SiH2][SiH3]
DFT total energy (eV): -18359.22587
Kohn-Sham gap (eV): 10.5
Charge: 0
E_HOMO (eV): -10.72
Spin multiplicity: 1

Each line ends with the Löwdin charge.
Positions of all 9 atoms, in Å:
C1 1.0949 1.5908 -0.8616  -0.3824
N1 1.2489 2.1140 -2.1136  0.0238
Si1 -1.0511 -1.0158 -0.0266  0.4420
Si2 0.6370 0.4649 0.5538  0.3566
H1 -1.2727 -2.0189 0.9191  -0.1721
H2 -2.5068 -0.6917 0.1123  -0.1008
H3 -0.3943 -1.7594 -1.2738  -0.0680
H4 2.1522 0.1432 0.8318  -0.0388
H5 0.0920 1.1728 1.8586  -0.0604

***

[6]
C22H27FN2O4 | wB97M-V/def2-TZVPD

SMILES string: COc1cc(C(C)=O)ccc1OC[C@@H](O)CN1CCN(c2ccc(F)cc2)CC1
DFT total energy (eV): -37138.82863
Kohn-Sham gap (eV): 8.1
Charge: 0
E_HOMO (eV): -7.69
Spin multiplicity: 1

Each line ends with the Löwdin charge.
Positions of all 56 atoms, in Å:
C1 5.7915 2.2722 1.1824  -0.0790
H1 5.5548 3.3050 1.4325  0.0954
O1 4.5978 1.7211 0.6833  -0.0672
C2 4.6004 0.4162 0.2899  -0.1869
C3 5.6926 -0.4266 0.3282  0.0378
C4 5.5874 -1.7516 -0.1114  -0.1605
C5 4.3647 -2.2071 -0.5896  -0.0102
C6 3.2615 -1.3741 -0.6335  0.0053
C7 3.3600 -0.0635 -0.1954  -0.1787
O2 2.3490 0.8398 -0.1820  -0.0223
C8 1.1070 0.4955 -0.7615  -0.1430
C9 0.2359 1.7580 -0.6787  -0.3406
O3 0.8770 2.8105 -1.3585  -0.0108
H2 1.7829 2.8602 -1.0256  0.0963
C10 -1.1501 1.5658 -1.3117  -0.1375
N1 -2.2096 1.5400 -0.3234  -0.1697
C11 -3.5097 1.8147 -0.9109  -0.1652
C12 -4.5688 1.9205 0.1922  -0.1418
N2 -4.6370 0.6890 0.9506  -0.1055
C13 -5.4822 -0.3318 0.5441  -0.2309
C14 -5.1124 -1.6820 0.5758  -0.0241
C15 -6.0038 -2.6810 0.2331  -0.0126
C16 -7.2840 -2.3424 -0.1558  -0.2895
C17 -7.6907 -1.0214 -0.1922  -0.0119
C18 -6.7977 -0.0321 0.1608  -0.0183
H3 -7.1385 0.9910 0.1591  0.1054
H4 -8.7000 -0.7782 -0.4849  0.1174
F1 -8.1569 -3.3186 -0.5026  0.0424
H5 -5.7063 -3.7177 0.2577  0.1175
H6 -4.1150 -1.9741 0.8614  0.0970
C19 -3.3346 0.4022 1.5063  -0.1476
H7 -3.3730 -0.5012 2.1138  0.1173
C20 -2.2583 0.2938 0.4209  -0.1654
H8 -1.2891 0.1253 0.8927  0.1140
H9 -2.4799 -0.5607 -0.2454  0.1272
H10 -3.0738 1.2419 2.1589  0.1282
H11 -5.5315 2.1556 -0.2558  0.1069
H12 -4.2900 2.7268 0.8769  0.1278
H13 -3.4527 2.7621 -1.4503  0.1234
H14 -3.8116 1.0229 -1.6218  0.1336
H15 -1.3092 2.4322 -1.9564  0.1288
H16 -1.1563 0.6625 -1.9471  0.1333
H17 0.1084 2.0274 0.3810  0.1537
H18 1.2438 0.2158 -1.8146  0.1458
H19 0.6395 -0.3372 -0.2224  0.1284
H20 2.3255 -1.7550 -1.0093  0.1095
H21 4.2929 -3.2290 -0.9279  0.1193
C21 6.7234 -2.7014 -0.0953  -0.4079
O4 6.5962 -3.8457 -0.4744  0.0794
C22 8.0506 -2.1877 0.4134  -0.0166
H22 7.9547 -1.8568 1.4451  0.0867
H23 8.7841 -2.9881 0.3614  0.0836
H24 8.3883 -1.3522 -0.1956  0.0868
H25 6.6348 -0.0591 0.6972  0.0986
H26 6.5878 2.2567 0.4310  0.0982
H27 6.1303 1.7516 2.0840  0.0983